{
  "formula": "C5H15N2",
  "method": "ωB97M-V/def2-TZVPD",
  "total_charge": 1,
  "lumo_ha": -0.313,
  "spin_multiplicity": 1,
  "relative_energy_kcal_mol": 120.64,
  "elements": ["N", "N", "C", "C", "C", "C", "C", "H", "H", "H", "H", "H", "H", "H", "H", "H", "H", "H", "H", "H", "H", "H"],
  "xyz": [[0.7995, 0.1658, 0.0131], [-0.8308, -1.2482, -1.8213], [-0.9937, 4.0633, 1.4308], [2.0654, 0.7781, 0.1679], [-0.6292, -1.6755, -0.4637], [-0.8459, -3.1745, -0.3568], [0.8017, -1.2251, -0.1423], [1.8970, 1.8449, -0.0366], [-1.2052, -1.1245, 0.3133], [1.2171, -1.7222, 0.7565], [2.5036, 0.6612, 1.1829], [-0.7731, 4.9462, 0.8271], [-1.8292, 4.2719, 2.0862], [2.8198, 0.3681, -0.5210], [-1.7785, -1.3798, -2.1531], [-0.0373, -3.8030, -0.7534], [-0.9360, -3.5783, 0.6451], [1.4009, -1.4715, -1.0586], [-0.5890, -0.2647, -1.9312], [-0.0254, 3.8471, 1.8804], [-1.2829, 3.2191, 0.8055], [-1.7487, -3.4982, -0.8708]],
  "forces_ev_per_a": [[1.183, -0.993, 0.699], [0.060, 0.608, 0.320], [0.448, 0.133, -0.744], [-0.575, 1.162, -0.913], [0.203, -0.126, 0.862], [0.194, -1.034, 0.169], [-1.253, 0.156, -0.933], [0.391, -0.195, 0.388], [-0.385, -0.261, -0.484], [0.321, 0.045, -0.246], [-0.439, -0.135, -0.085], [-0.427, -0.110, -0.209], [0.286, 0.049, 0.485], [-0.045, -0.281, 0.175], [-0.003, -0.218, -0.061], [0.057, 0.581, -0.431], [-0.179, 0.509, 0.505], [0.530, 0.000, 0.386], [0.006, -0.041, -0.234], [-0.345, -0.193, 0.671], [0.057, 0.099, -0.211], [-0.085, 0.243, -0.110]],
  "nbo_charge": [0.170, -0.736, -0.854, -0.553, -0.059, -0.640, -0.377, 0.267, 0.200, 0.332, 0.338, 0.223, 0.232, 0.279, 0.399, 0.230, 0.237, 0.302, 0.368, 0.203, 0.197, 0.243]
}

{
  "formula": "C43H50As2N8O7PSTl",
  "method": "ωB97M-V/def2-TZVPD",
  "total_charge": 0,
  "lumo_ha": [-0.011, -0.039],
  "spin_multiplicity": 1,
  "relative_energy_kcal_mol": 23.78,
  "elements": ["Tl", "As", "As", "S", "P", "O", "O", "O", "O", "O", "O", "O", "N", "N", "N", "N", "N", "N", "N", "N", "C", "C", "C", "C", "C", "C", "C", "C", "C", "C", "C", "C", "C", "C", "C", "C", "C", "C", "C", "C", "C", "C", "C", "C", "C", "C", "C", "C", "C", "C", "C", "C", "C", "C", "C", "C", "C", "C", "C", "C", "C", "C", "C", "H", "H", "H", "H", "H", "H", "H", "H", "H", "H", "H", "H", "H", "H", "H", "H", "H", "H", "H", "H", "H", "H", "H", "H", "H", "H", "H", "H", "H", "H", "H", "H", "H", "H", "H", "H", "H", "H", "H", "H", "H", "H", "H", "H", "H", "H", "H", "H", "H", "H"],
  "xyz": [[0.4314, -0.2509, 1.3154], [-1.3865, 0.6558, -1.7952], [0.3831, 1.9620, 4.7346], [3.0624, 2.4227, 2.8107], [3.8728, -2.6684, 0.7228], [1.4420, 1.0091, 5.8197], [4.2670, 1.9918, 3.5456], [2.5494, 2.0636, -0.6694], [-0.9761, 2.2576, 5.6679], [1.8777, 1.4490, 3.0203], [-0.0160, 2.8460, 0.6369], [-2.0258, -0.0132, 3.4397], [2.9390, -0.0785, 0.1366], [-2.0865, -0.8118, 5.6638], [-1.8619, -0.7406, -0.6771], [4.0843, -2.6401, 3.4956], [2.2851, -4.4297, -0.7725], [2.1950, -1.7565, 2.7793], [4.9589, -0.4926, -0.6381], [1.2028, -2.6053, -0.1669], [-1.3001, -0.6465, -3.2835], [2.2387, -1.6593, 4.1358], [-2.0631, -0.3434, 4.5541], [-0.8496, -2.7828, -5.0585], [2.4022, 3.8234, 3.7650], [-2.4043, 1.9487, -4.5879], [0.3784, -3.3699, -0.9382], [1.4304, 5.9867, 5.2008], [1.3013, 3.6677, 4.5894], [3.3103, -2.3532, 2.4114], [-3.4651, 2.5393, -0.9648], [-4.2816, -0.6710, -0.2435], [-2.9642, -1.1661, -0.0500], [-2.3801, -1.3316, -3.8502], [-4.4459, 3.5049, -1.1726], [-4.1118, 3.4004, -3.5205], [1.0339, -4.5062, -1.3201], [-3.8224, -0.9935, -3.5839], [5.3880, -3.2756, 3.5142], [3.9060, -0.9789, 0.0590], [-5.3484, -1.2287, 0.4259], [2.3468, -3.2554, -0.0825], [-0.6155, -3.9217, -6.0110], [0.8091, 4.7504, 5.3083], [2.5357, 6.1402, 4.3742], [-5.1503, -2.2749, 1.3257], [-2.7953, -2.2415, 0.8646], [4.6372, 0.7843, -1.0357], [3.3437, -5.4054, -0.9532], [-2.8636, 1.9293, -2.0740], [-3.8672, -2.7734, 1.5437], [-4.8026, 3.9327, -2.4407], [-5.8726, 4.9712, -2.6329], [0.0111, -1.0309, -3.6116], [6.2155, -1.1588, -0.9295], [-3.0568, 2.2817, 0.4646], [1.2369, -0.3687, -3.0318], [0.2092, -2.0880, -4.4944], [3.3750, 0.9962, -0.5467], [3.4042, -2.2014, 4.5949], [-2.1342, -2.3836, -4.7268], [-3.1399, 2.4201, -3.3608], [3.0205, 5.0597, 3.6530], [-1.2278, -4.7859, -5.7499], [-2.7292, 3.2223, 0.9091], [2.1261, -0.7146, -3.5609], [6.7198, -1.4469, -0.0090], [3.0145, 7.1074, 4.2876], [-5.9928, -2.6985, 1.8562], [-2.5993, 2.6251, -5.4196], [-2.9826, -2.9035, -5.1610], [3.8819, 5.1720, 3.0053], [3.8150, -2.2856, 5.5846], [-5.9555, 5.2638, -3.6790], [5.7067, -3.3617, 4.5496], [1.2256, -2.3786, -4.7384], [-1.3231, 1.9239, -4.4293], [-0.1364, 3.0021, 1.5811], [-3.7113, -3.5798, 2.2481], [3.8425, -5.6012, -0.0067], [5.3410, -4.2704, 3.0730], [1.1933, 0.7184, -3.1068], [-4.3438, -0.8219, -4.5282], [0.7323, -5.3432, -1.9236], [1.3649, -0.6098, -1.9735], [-4.9162, 3.9581, -0.3054], [-0.6188, -3.0441, -1.1843], [-6.3458, -0.8430, 0.2576], [0.9568, 0.9895, 6.6567], [1.4706, -1.1651, 4.7015], [-4.3235, -1.8206, -3.0781], [1.0478, 6.8337, 5.7552], [6.8478, -0.4616, -1.4731], [-2.7021, 0.9455, -4.8919], [0.9437, 2.8006, 0.5279], [-4.3264, 3.7649, -4.5195], [-0.8730, -3.6391, -7.0334], [4.0788, -5.0557, -1.6778], [2.9623, 2.7377, -1.2187], [-2.1047, -0.2424, 6.4933], [-4.4368, 0.1495, -0.9267], [-1.7927, -2.6193, 1.0223], [6.0531, -2.0431, -1.5438], [-6.8453, 4.5934, -2.3124], [6.1181, -2.6747, 2.9735], [-0.0626, 4.6155, 5.9364], [-3.8930, 1.9099, 1.0583], [5.3120, 1.3988, -1.6021], [-5.6627, 5.8668, -2.0467], [2.9001, -6.3303, -1.3139], [-3.9420, -0.1032, -2.9770], [0.4292, -4.2309, -6.0062], [-2.2342, 1.5794, 0.5703]],
  "forces_ev_per_a": [[0.097, 0.050, 0.105], [-0.023, -0.129, 0.290], [-0.073, 0.069, -0.018], [-0.024, -0.302, -0.142], [0.023, -0.173, -0.053], [-0.033, -0.046, 0.050], [-0.030, 0.066, -0.001], [0.047, -0.018, -0.058], [0.158, -0.182, -0.066], [-0.044, 0.198, 0.044], [0.093, 0.112, 0.096], [-0.137, -0.109, -0.217], [-0.100, 0.092, -0.144], [-0.093, -0.386, 0.293], [0.066, -0.103, -0.042], [-0.023, -0.050, 0.049], [-0.006, -0.020, -0.021], [-0.093, -0.116, 0.017], [0.029, 0.052, -0.054], [-0.022, 0.016, -0.044], [0.185, -0.007, 0.051], [0.030, 0.038, -0.021], [0.054, 0.337, -0.093], [0.033, 0.015, 0.018], [-0.120, 0.006, 0.208], [0.046, 0.037, -0.058], [0.011, -0.010, 0.000], [-0.005, -0.043, -0.003], [0.109, 0.092, -0.112], [0.032, 0.088, -0.128], [0.065, 0.075, 0.023], [-0.037, 0.062, 0.089], [0.007, 0.221, -0.127], [-0.001, -0.057, 0.010], [0.005, 0.002, 0.010], [-0.012, -0.012, -0.024], [0.019, -0.007, -0.013], [-0.027, -0.014, 0.018], [0.026, 0.024, -0.013], [-0.020, 0.019, 0.101], [0.043, 0.038, -0.010], [0.026, 0.163, 0.102], [0.005, -0.035, -0.028], [-0.035, 0.074, 0.035], [0.003, 0.024, -0.016], [-0.054, -0.027, 0.020], [-0.044, -0.115, 0.088], [-0.060, -0.046, -0.011], [-0.002, -0.023, 0.011], [-0.005, -0.009, -0.214], [0.044, 0.005, -0.010], [0.005, 0.000, -0.009], [-0.021, 0.022, -0.009], [-0.034, -0.024, -0.066], [0.023, 0.001, 0.002], [-0.077, -0.115, 0.024], [0.033, 0.013, 0.017], [0.015, 0.009, 0.000], [-0.028, 0.074, 0.075], [0.017, 0.017, 0.034], [-0.037, 0.023, -0.016], [-0.105, -0.030, 0.028], [0.049, -0.042, -0.016], [-0.010, -0.005, 0.004], [0.005, -0.016, 0.006], [0.017, 0.004, -0.001], [-0.001, -0.004, -0.011], [0.013, -0.002, -0.006], [-0.004, 0.001, 0.004], [-0.003, 0.008, -0.002], [-0.016, -0.019, -0.010], [0.030, -0.005, -0.009], [0.004, -0.001, 0.035], [0.003, 0.000, -0.007], [0.013, -0.012, -0.013], [0.008, -0.013, -0.009], [-0.026, -0.004, -0.001], [0.015, 0.007, 0.017], [-0.009, -0.012, 0.011], [0.004, -0.001, -0.018], [0.008, 0.017, 0.000], [0.002, 0.001, -0.001], [-0.025, -0.025, 0.001], [-0.020, -0.037, -0.026], [-0.041, -0.004, -0.009], [-0.011, 0.000, 0.015], [-0.038, 0.016, 0.002], [-0.008, -0.002, 0.004], [0.020, 0.003, 0.018], [-0.045, 0.040, 0.053], [-0.002, -0.003, 0.030], [-0.011, 0.008, 0.013], [0.015, -0.023, 0.005], [0.002, 0.066, -0.019], [0.007, -0.088, -0.058], [-0.006, 0.006, -0.010], [-0.008, 0.014, -0.005], [0.003, -0.008, 0.003], [0.011, 0.014, 0.049], [0.064, 0.185, -0.047], [-0.012, 0.041, -0.014], [0.014, 0.010, -0.019], [0.007, 0.005, 0.009], [-0.002, -0.005, 0.002], [-0.001, -0.013, 0.010], [-0.010, -0.020, -0.002], [-0.035, -0.032, -0.009], [0.038, 0.031, -0.019], [0.006, 0.001, 0.012], [0.019, 0.000, 0.000], [0.022, 0.015, 0.001], [0.012, -0.001, 0.003], [0.007, -0.025, -0.026]],
  "mulliken_charge": [1.616, 2.070, 1.086, 0.613, -0.700, -0.572, -0.709, -0.289, -0.822, -0.430, -0.548, -0.311, 1.326, -0.638, 0.139, 0.257, 0.276, 0.352, 0.246, 0.858, 0.823, -0.724, 0.677, 0.607, 0.505, -1.610, -0.519, -0.542, -0.325, -0.121, 0.601, 0.172, 0.366, 1.463, -0.785, -0.894, -0.969, -1.818, -0.830, -0.767, -1.137, -0.431, -1.736, -0.592, -0.567, -0.627, -0.141, -1.063, -0.859, 0.245, -0.741, 0.506, -1.602, -0.224, -0.848, -1.544, -2.046, -1.130, -0.021, -0.524, -0.944, 0.382, -0.811, 0.387, 0.625, 0.519, 0.302, 0.374, 0.397, 0.497, 0.438, 0.425, 0.407, 0.341, 0.316, 0.313, 0.247, 0.271, 0.466, 0.327, 0.323, 0.271, 0.580, 0.492, 0.346, 0.477, 0.360, 0.451, 0.296, 0.452, 0.538, 0.385, 0.321, 0.256, 0.204, 0.319, 0.324, 0.293, 0.251, 0.311, 0.620, 0.236, 0.307, 0.321, 0.283, 0.487, 0.399, 0.496, 0.366, 0.327, -0.214, 0.361, -0.564]
}

{
  "formula": "C2H2N2O2",
  "method": "ωB97M-V/def2-TZVPD",
  "total_charge": 0,
  "lumo_ha": 0.020,
  "spin_multiplicity": 1,
  "relative_energy_kcal_mol": 51.38,
  "elements": ["O", "O", "N", "N", "C", "C", "H", "H"],
  "xyz": [[1.3434, 0.6184, -0.0266], [-2.0552, -0.0410, 0.0287], [0.0591, -1.1568, -0.0096], [0.0583, 1.0087, -0.0249], [-0.8298, -0.0747, -0.0637], [1.2621, -0.6601, 0.0653], [-0.0163, 1.9558, 0.2309], [2.2950, -1.1301, -0.0153]],
  "forces_ev_per_a": [[1.064, 1.848, 0.586], [2.357, 0.061, -0.663], [1.305, -0.808, 0.120], [-1.709, 0.635, -0.917], [-0.753, 0.416, 1.648], [0.183, -3.275, -1.391], [-0.617, 1.003, 0.165], [-1.831, 0.119, 0.452]],
  "nbo_charge": [-0.263, -0.587, -0.526, -0.339, 0.704, 0.390, 0.409, 0.213]
}